10
Properties=species:S:1:pos:R:3:forces:R:3 method="wB97M-V/def2-TZVPD" spin_multiplicity=1 orbital_gap_ev=11.58 total_charge=0 homo_energy_ev=-11.11 smiles="O=[NH+][O-].CC#N" energy_ev=-9210.57268
C -0.787 0.852 -0.326 1.94 -0.26 0.76
C -1.844 0.037 -0.955 0.54 -0.86 0.24
N 0.099 1.368 0.229 -1.88 -0.70 -1.08
N 2.253 -0.417 1.031 -0.24 0.06 1.59
O 2.002 -1.351 0.339 -0.58 -1.27 -1.68
O 3.190 -0.362 1.789 0.48 0.78 0.27
H -2.633 0.735 -1.088 -0.95 0.46 -0.87
H -2.256 -0.653 -0.178 0.66 0.23 -0.68
H -1.535 -0.527 -1.910 -0.39 1.12 1.64
H 1.511 0.319 1.069 0.43 0.44 -0.19

=====

64
Properties=species:S:1:pos:R:3:forces:R:3 method="wB97M-V/def2-TZVPD" spin_multiplicity=2 orbital_gap_ev="6.95 / 7.14" total_charge=0 homo_energy_ev="-6.48 / -6.72" energy_ev=-71213.79986
V 0.411 0.276 0.292 -1.65 -0.40 -0.42
P 2.809 -0.244 0.015 -1.15 0.66 -0.24
P -2.508 0.209 0.435 -0.11 0.21 0.33
N -0.112 0.608 -1.292 0.69 -1.32 0.28
H 1.414 1.289 0.013 0.53 1.13 -0.24
C 3.193 -1.686 -1.014 0.89 -0.27 -0.23
H 4.274 -1.854 -1.100 -0.11 -0.05 -0.04
H 2.798 -1.537 -2.025 -0.09 0.09 0.27
H 2.733 -2.586 -0.599 0.07 0.18 -0.02
C 3.902 -0.293 1.482 0.43 -0.15 0.08
H 4.965 -0.359 1.201 -0.32 -0.01 0.01
H 3.654 -1.164 2.110 0.04 0.29 -0.20
H 3.777 0.620 2.084 -0.11 -0.27 -0.25
C 3.402 1.216 -0.952 0.90 -0.09 -0.09
H 4.498 1.290 -0.986 -0.07 -0.27 -0.18
H 3.061 2.165 -0.517 -0.09 -0.46 0.01
H 3.011 1.158 -1.978 0.00 -0.03 0.32
C -3.563 -0.962 -0.512 0.25 -0.21 -0.18
H -4.592 -0.594 -0.627 0.28 0.04 0.12
H -3.563 -1.933 -0.005 -0.04 0.28 -0.18
H -3.118 -1.097 -1.504 -0.11 -0.03 0.11
C -3.384 0.155 2.044 -0.30 0.10 0.12
H -4.465 0.292 1.918 0.12 -0.05 0.03
H -3.004 0.936 2.710 -0.08 -0.24 -0.12
H -3.204 -0.821 2.506 -0.05 0.16 -0.03
C -3.163 1.788 -0.260 0.09 0.05 0.02
H -4.261 1.825 -0.205 0.28 -0.06 0.04
H -2.859 1.876 -1.312 0.01 0.01 0.27
H -2.752 2.639 0.297 -0.05 -0.11 -0.17
C -0.083 1.469 -2.341 0.41 0.51 -0.01
C -0.012 1.802 -4.723 0.00 0.47 0.13
C -0.046 0.933 -3.650 -0.08 0.42 0.50
C 0.009 2.871 -2.110 -0.14 -0.56 -0.58
C 0.030 3.721 -3.208 -0.05 -0.14 0.08
C 0.015 3.193 -4.501 -0.13 -0.13 -0.37
H -0.026 1.392 -5.730 0.08 0.23 0.06
H -0.024 -0.158 -3.746 -0.15 0.47 -0.06
H 0.078 3.245 -1.081 -0.16 -0.22 -0.48
H 0.039 4.800 -3.034 0.10 -0.27 -0.24
H 0.006 3.865 -5.358 0.04 -0.12 0.18
C -0.711 -2.972 1.550 -0.66 0.67 -1.25
O -1.472 -2.583 0.662 1.05 -0.80 1.36
C 0.447 -3.881 1.204 0.09 0.08 0.22
H 0.953 -4.267 2.091 0.00 0.06 -0.11
H 1.165 -3.326 0.584 -0.24 -0.07 0.20
H 0.079 -4.709 0.613 -0.07 -0.18 -0.21
C -0.857 -2.478 2.967 0.01 0.13 -0.10
H -1.807 -2.820 3.384 0.05 -0.01 -0.04
H -0.890 -1.377 2.945 0.06 -0.30 0.11
H -0.036 -2.827 3.594 -0.11 0.15 0.06
C 0.443 1.964 1.503 -0.36 -0.65 0.68
C 0.050 1.527 2.898 0.56 1.47 -0.50
C 0.864 0.685 3.668 -0.47 0.25 0.22
C 0.590 0.530 5.031 -0.11 -0.15 -0.03
C -0.497 1.182 5.622 0.17 -0.16 -0.16
C -1.301 2.022 4.845 -0.16 -0.11 0.16
C -1.021 2.203 3.503 0.05 -0.26 0.12
H -0.393 2.474 1.000 0.14 0.21 0.28
H 1.314 2.631 1.516 -0.22 -0.14 0.19
H 1.729 0.200 3.206 -0.25 0.13 0.18
H 1.237 -0.110 5.631 -0.19 0.14 -0.06
H -0.718 1.036 6.680 0.11 0.06 -0.27
H -2.144 2.547 5.291 0.19 -0.10 0.01
H -1.594 2.908 2.889 0.16 -0.28 0.33

=====

119
Properties=species:S:1:pos:R:3:forces:R:3 method="wB97M-V/def2-TZVPD" spin_multiplicity=1 orbital_gap_ev=5.96 total_charge=0 homo_energy_ev=-9.29 energy_ev=-128387.58333
C 0.079 -1.015 -5.485 2.31 0.01 -4.27
C 0.923 -0.203 -4.534 -1.31 -0.03 1.18
C 1.154 -1.063 -3.323 2.56 -0.51 1.51
C 2.335 -2.188 -3.482 -4.83 2.65 -3.90
C 3.454 -1.429 -3.938 5.89 -0.18 1.75
C 3.469 -0.708 -5.243 0.12 1.27 0.80
N 2.278 0.217 -5.152 -1.59 -0.27 -1.66
O 2.298 1.270 -5.688 0.39 -0.37 0.41
C 3.403 -1.590 -6.478 -1.06 2.23 0.91
C 4.670 0.259 -5.363 0.43 -2.25 0.83
C 0.249 1.122 -4.107 -2.24 -2.27 2.73
H 0.214 -2.090 -5.687 1.39 0.28 0.57
H 0.123 -0.540 -6.490 0.53 -0.26 0.05
H -0.937 -1.095 -5.516 -3.23 0.98 1.91
H 0.288 -1.614 -3.046 -1.04 0.25 0.20
H 1.377 -0.247 -2.613 0.20 -1.33 0.78
H 1.949 -2.820 -4.329 0.44 -0.26 1.20
H 2.611 -2.657 -2.626 0.01 -1.67 2.49
H 4.389 -2.236 -4.023 -1.78 2.36 0.33
H 3.644 -0.633 -3.092 0.33 -1.48 -1.61
H 4.369 -1.941 -6.556 2.26 -0.24 -1.19
H 2.892 -1.062 -7.241 0.71 0.89 -1.50
H 2.838 -2.432 -6.474 -2.02 -2.70 1.16
H 4.781 0.576 -6.330 -0.18 0.98 -2.68
H 5.616 -0.300 -5.238 -0.55 0.15 0.68
H 4.594 1.126 -4.761 0.04 0.54 1.07
H -0.841 0.848 -3.706 2.66 0.02 0.03
H -0.114 1.682 -4.862 -0.28 2.02 -3.16
H 0.796 1.749 -3.380 -0.15 -0.76 -0.28
B -0.810 0.330 -0.160 1.30 1.89 -1.07
F -1.962 0.728 0.435 -1.51 0.37 0.47
F -0.168 -0.577 0.587 1.16 -1.88 1.57
F -0.992 -0.176 -1.441 -0.52 -0.26 -0.79
F 0.077 1.487 -0.272 -0.36 -0.14 -0.12
C -5.859 0.680 1.187 2.77 -0.37 0.44
O -5.055 1.131 0.014 0.70 2.46 -0.69
P -4.679 2.780 -0.125 -3.02 1.16 1.56
O -5.930 3.547 -0.354 0.77 -0.71 -0.51
O -4.105 3.348 1.289 0.71 -5.29 -0.61
C -3.927 4.647 1.618 -6.07 3.30 -5.97
O -3.547 3.110 -1.180 -0.34 3.37 1.86
C -3.009 2.308 -2.234 2.14 -2.62 4.58
H -6.946 0.954 1.228 1.41 0.85 0.02
H -5.011 1.003 1.950 -3.03 -0.81 -0.22
H -5.902 -0.441 1.109 0.50 1.06 -0.02
H -5.000 5.019 1.992 2.83 -0.22 -0.15
H -3.812 5.164 0.499 -0.26 -0.29 2.88
H -3.066 4.869 2.066 3.10 0.52 2.67
H -3.283 1.541 -1.456 2.57 -2.55 -2.89
H -1.877 2.437 -2.541 -2.74 0.09 0.96
H -3.784 2.233 -2.859 -1.99 0.05 -3.75
C -0.636 -1.511 7.524 0.39 0.78 2.79
O 0.294 -0.353 7.705 -0.43 -0.50 -2.54
P 1.143 0.057 6.364 2.91 -0.19 1.21
O 1.710 1.405 6.342 -0.26 0.11 0.38
O 2.411 -1.042 6.514 -3.22 0.35 -0.78
C 3.733 -0.650 6.351 -0.84 -3.88 -1.95
O 0.492 -0.358 4.996 -0.93 -1.34 -1.77
C 1.217 -0.503 3.723 5.98 1.99 3.81
H -1.144 -1.693 8.627 1.21 0.51 -3.13
H 0.008 -2.348 7.247 -0.45 -0.21 0.08
H -1.315 -1.217 6.730 -0.40 -0.29 0.24
H 4.037 -0.433 7.250 2.24 1.87 4.80
H 3.972 0.044 5.654 0.08 2.58 -2.10
H 4.292 -1.544 6.068 -0.01 -0.27 -0.14
H 0.762 -0.615 2.820 -2.82 -0.13 -1.84
H 1.940 -1.395 3.810 -1.02 1.31 0.12
H 1.962 0.518 3.581 -2.10 -2.78 0.53
C 2.251 4.227 -1.828 -2.16 0.55 -2.28
O 3.132 3.521 -0.984 0.89 -0.80 0.73
P 3.829 2.170 -1.460 -1.62 -1.71 0.56
O 2.913 1.469 -2.396 1.15 0.20 -0.40
O 5.199 2.676 -2.084 -1.27 -1.86 -1.09
C 5.967 3.671 -1.550 0.78 1.08 5.44
O 4.200 1.169 -0.217 0.90 1.37 -0.16
C 3.156 0.322 0.448 -1.41 2.19 1.18
H 2.687 4.543 -2.905 -0.67 -0.93 2.53
H 1.997 5.136 -1.266 0.20 -0.19 -0.36
H 1.217 3.673 -1.997 2.33 0.77 0.37
H 5.344 4.420 -0.977 0.44 -0.58 -0.92
H 6.624 4.208 -2.174 0.41 0.10 -1.51
H 6.609 3.234 -0.690 -0.68 0.51 -1.42
H 2.490 1.114 1.017 0.91 -2.06 -1.37
H 3.348 -0.559 1.159 1.31 1.75 -0.94
H 2.743 -0.114 -0.416 -1.61 -0.49 -0.59
C -2.698 -0.101 3.751 0.52 -2.18 0.91
O -3.199 1.107 4.151 -1.78 3.15 0.55
P -2.288 2.158 4.920 2.09 -0.70 4.27
O -1.294 1.401 5.744 -1.22 0.50 -0.85
O -1.547 3.233 3.999 -1.42 -1.07 0.25
C -1.007 2.707 2.772 -1.65 6.36 -1.27
O -3.224 3.028 5.942 1.88 0.67 -3.31
C -3.865 2.468 7.052 -1.35 -5.17 -6.32
H -1.767 0.082 3.326 2.03 -0.34 -0.48
H -3.274 -0.446 2.935 -1.06 -0.57 -0.66
H -2.633 -0.872 4.582 -0.10 1.02 -0.91
H -0.117 3.326 2.507 -1.20 0.02 -0.05
H -1.800 2.609 2.022 0.10 1.13 -0.19
H -0.665 1.821 2.682 2.58 -6.78 1.18
H -4.687 1.829 6.543 0.30 1.01 1.04
H -4.300 3.199 7.502 -2.20 4.20 3.67
H -3.361 1.677 7.454 2.14 -1.17 2.16
C -2.927 -7.481 -0.305 -1.20 0.80 -2.17
O -1.674 -7.216 -0.950 2.76 3.62 0.67
P -1.461 -5.602 -1.362 -4.57 -0.55 -3.85
O -2.627 -5.221 -2.208 -0.15 -0.10 0.54
O -1.500 -4.697 -0.092 1.62 0.29 1.27
C -2.125 -3.378 -0.068 -1.08 1.61 0.53
O -0.252 -5.434 -2.417 1.02 -2.05 4.51
C -0.377 -4.763 -3.609 2.63 -0.69 -0.97
H -3.321 -6.922 0.536 0.85 0.82 0.14
H -2.782 -8.458 0.013 -0.29 -1.94 0.43
H -3.635 -7.351 -1.153 -0.10 -0.54 0.91
H -1.994 -2.729 -0.989 0.66 -0.87 1.39
H -2.127 -2.823 0.953 1.88 -1.02 -1.67
H -3.178 -3.493 -0.005 -1.27 -0.99 -0.81
H -0.427 -3.712 -3.426 0.44 0.79 -0.38
H -1.170 -5.073 -4.166 -2.89 -0.66 -1.10
H 0.466 -5.226 -4.209 -0.27 1.56 0.53

=====

115
Properties=species:S:1:pos:R:3:forces:R:3 method="wB97M-V/def2-TZVPD" spin_multiplicity=6 orbital_gap_ev="9.05 / 7.32" total_charge=+1 homo_energy_ev="-11.39 / -11.39" energy_ev=-112198.58000
Fe -3.630 -0.360 -1.396 2.56 2.25 2.02
C -4.080 2.670 -0.392 1.14 -2.26 1.76
O -4.472 2.191 0.920 1.09 2.14 -0.25
O -4.074 1.525 -1.132 -0.72 -1.31 -1.70
C -4.929 3.856 -0.843 -1.16 0.16 -1.24
F -4.884 4.951 -0.081 0.40 -0.50 0.94
F -4.494 4.299 -2.043 -0.17 -0.64 -0.14
F -6.230 3.509 -0.934 0.43 0.01 -0.20
C -3.680 2.754 1.983 -0.86 -0.73 1.45
C -3.339 1.616 2.920 0.59 -0.83 0.26
H -4.161 0.903 2.996 -0.26 0.30 0.08
H -2.488 0.995 2.634 0.14 0.19 -0.35
H -3.099 1.990 3.915 -0.13 0.03 -0.01
H -4.272 3.404 2.635 -0.39 0.38 -0.60
H -2.792 3.338 1.739 -0.04 -0.19 -0.76
H -3.039 3.010 -0.366 0.00 0.43 0.23
C -0.895 -0.390 0.394 -1.66 1.32 0.04
O -0.472 0.867 -0.094 0.49 0.09 0.71
O -2.042 -0.705 -0.262 -0.20 -1.16 -0.68
C 0.312 -1.361 0.347 -0.35 -0.58 -0.90
F 1.258 -0.980 -0.518 -0.05 0.00 -0.04
F 0.896 -1.470 1.540 -0.08 0.01 0.18
F -0.086 -2.606 -0.031 0.15 0.21 0.29
C 0.228 1.687 0.856 0.22 -0.46 0.26
C 0.319 3.051 0.295 -0.27 1.08 -0.29
H -0.687 3.474 0.258 0.09 0.20 -0.13
H 0.940 3.685 0.928 -0.09 0.01 0.03
H 0.742 3.088 -0.710 0.02 -0.18 0.01
H 1.234 1.326 1.095 -0.06 -0.42 -0.21
H -0.325 1.721 1.800 -0.11 -0.17 0.01
H -1.182 -0.346 1.454 0.54 0.34 0.31
C -2.841 -3.173 -2.675 -1.11 -1.28 1.24
O -3.412 -2.195 -2.177 -0.10 0.02 -0.55
N -3.365 -3.837 -3.726 0.38 -0.54 -1.20
N -1.791 -3.818 -2.113 0.86 -0.29 -0.04
H -2.887 -4.664 -4.032 0.13 -0.11 0.04
H -4.313 -3.836 -4.060 -0.08 0.96 0.34
H -1.512 -3.843 -1.145 -0.31 1.25 0.07
H -1.442 -4.660 -2.534 -0.19 -0.04 -0.45
C -1.396 0.417 -3.612 1.52 -1.09 -0.02
O -2.401 0.269 -2.907 -0.77 -0.05 -0.49
N -0.182 0.661 -3.094 -0.32 0.65 0.80
N -1.367 0.176 -4.946 -1.01 -0.02 -0.31
H -0.084 0.728 -2.086 -0.14 0.28 0.02
H 0.595 0.917 -3.671 0.06 -0.06 -0.07
H -2.085 -0.421 -5.323 -0.15 0.33 -0.04
H -0.501 0.189 -5.451 0.13 -0.03 0.07
C -5.065 -1.837 1.047 1.72 1.43 0.25
O -4.766 -1.341 -0.057 -0.94 0.16 -0.18
N -4.190 -2.594 1.733 -0.89 -0.81 0.26
N -6.145 -1.456 1.742 -1.21 0.19 -0.59
H -3.210 -2.671 1.529 -0.13 -0.06 -0.43
H -4.634 -3.135 2.454 0.78 -0.14 0.36
H -6.495 -1.926 2.558 0.30 -0.07 0.11
H -6.783 -0.798 1.322 0.08 -0.15 -0.21
C 0.850 -5.532 -0.421 -0.68 0.22 0.50
C 1.730 -6.471 0.391 -0.03 -0.12 -1.27
C 0.905 -7.524 1.092 0.19 0.04 0.64
O 2.582 -7.108 -0.578 0.27 0.24 0.23
H 0.347 -6.089 -1.215 0.17 -0.09 -0.09
H 1.357 -4.664 -0.838 0.26 -0.19 -0.03
H 0.068 -5.142 0.240 -0.02 0.03 0.00
H 2.320 -5.878 1.093 0.04 -0.12 0.12
H 0.251 -7.024 1.810 -0.16 -0.22 0.02
H 1.552 -8.208 1.644 0.02 0.05 0.06
H 0.328 -8.139 0.403 -0.07 0.24 -0.15
H 3.459 -7.217 -0.200 -0.02 -0.11 -0.02
C -2.333 5.264 6.395 -0.55 0.46 -0.19
C -2.262 4.260 5.266 2.67 0.84 0.37
C -1.290 4.782 4.149 -1.71 -0.53 0.52
O -1.559 3.127 5.801 -0.79 -0.77 -0.14
H -2.822 6.136 5.954 0.04 0.30 0.54
H -1.346 5.528 6.776 0.15 0.03 -0.41
H -2.863 4.924 7.286 -0.39 -0.14 -0.30
H -3.243 4.070 4.829 0.00 -0.42 0.17
H -0.359 5.167 4.556 -0.06 -0.03 0.13
H -1.829 5.549 3.592 0.36 0.03 -0.33
H -1.102 3.881 3.564 0.22 0.32 -0.46
H -2.096 2.338 5.686 0.10 -0.06 0.15
C 5.661 0.938 -1.572 -1.29 -0.52 0.33
C 5.830 -0.058 -0.415 0.21 1.59 0.07
C 4.884 -1.274 -0.433 1.58 1.33 0.55
O 7.198 -0.431 -0.260 -0.05 -1.03 -0.44
H 4.641 1.340 -1.549 -0.10 -0.09 0.23
H 5.688 0.438 -2.541 0.80 0.25 -0.12
H 6.271 1.826 -1.410 0.46 -0.23 -0.50
H 5.653 0.546 0.483 -0.73 -0.22 0.12
H 5.182 -1.959 -1.223 -0.23 -0.14 0.01
H 3.877 -0.876 -0.534 -0.13 -0.34 -0.06
H 5.061 -1.677 0.564 -0.48 -0.68 -0.18
H 7.725 0.366 -0.164 -0.05 0.05 -0.03
C 3.388 5.595 0.683 -0.56 -0.41 -0.58
C 4.437 4.605 1.195 -1.66 1.06 -0.87
C 3.917 3.171 0.929 1.64 0.55 1.73
O 5.646 4.814 0.486 0.26 -0.91 -0.23
H 2.939 5.194 -0.230 0.37 0.39 -0.39
H 3.854 6.565 0.518 -0.29 0.11 -0.04
H 2.513 5.673 1.333 0.29 0.21 0.42
H 4.471 4.907 2.245 0.78 -0.93 0.30
H 3.121 2.967 1.644 -0.28 -0.02 -0.29
H 4.753 2.547 1.252 -0.15 -0.46 -0.31
H 3.654 2.953 -0.102 -0.05 0.28 -0.02
H 6.198 5.530 0.808 -0.34 0.13 0.34
C 1.928 -4.490 -4.076 0.33 0.42 -0.09
C 1.963 -2.995 -4.489 0.09 -1.09 0.86
C 1.634 -2.104 -3.305 0.69 -0.01 0.43
O 3.219 -2.706 -5.063 -0.01 0.79 -0.50
H 2.141 -4.674 -3.021 -0.49 0.32 0.18
H 2.768 -5.009 -4.540 -0.40 -0.16 -0.58
H 0.971 -4.910 -4.382 0.13 -0.41 0.19
H 1.194 -2.830 -5.247 0.27 0.01 -0.30
H 0.753 -2.465 -2.770 -0.26 0.25 -0.25
H 1.558 -1.055 -3.579 -0.28 -0.09 -0.12
H 2.437 -2.132 -2.562 0.13 -0.21 -0.10
H 3.920 -3.200 -4.630 -0.10 -0.04 0.18